# 1
This record from OMol25 describes a molecular structure, C18H43F6NO6RuS2Si2 at a distorted geometry. The level of theory is ωB97M-V/def2-TZVPD.

Values from the calculation:
- 2S+1: 6
- F_max: 5.74 eV/A
- Charge: +1
- HOMO (spin up / spin down): -0.322 / -0.458 Ha
- Kohn-Sham gap (spin up / spin down): 6.73 / 7.44 eV

Each line ends with the Mulliken spin population.
Positions of all 79 atoms, in Å:
1 O 1.383 -0.721 -2.686  0.0052
2 O -0.073 -2.548 -2.051  -0.0277
3 C 0.548 0.484 -2.833  -0.0720
4 C 1.504 1.636 -2.872  0.0025
5 H -0.124 0.479 -1.969  0.0610
6 H -0.010 0.324 -3.771  0.0017
7 H 1.834 1.919 -1.872  0.0008
8 H 1.018 2.511 -3.285  -0.0004
9 H 2.367 1.400 -3.499  0.0000
10 C 2.527 -0.861 -1.689  0.0049
11 C 3.266 -2.097 -2.133  0.0011
12 H 2.056 -0.906 -0.704  0.0118
13 H 3.066 0.073 -1.826  0.0003
14 H 2.569 -2.923 -2.363  0.0000
15 H 3.980 -2.425 -1.355  0.0001
16 H 3.840 -1.841 -3.043  -0.0003
17 C -0.105 -3.655 -1.103  0.0065
18 C -0.861 -2.821 -3.235  0.0019
19 C 0.943 -3.494 -0.047  -0.0060
20 H 0.086 -4.576 -1.658  0.0004
21 H -1.113 -3.710 -0.671  -0.0007
22 H 1.975 -3.531 -0.395  -0.0003
23 H 0.894 -4.348 0.626  0.0010
24 H 0.828 -2.608 0.572  0.0184
25 C 0.090 -3.412 -4.240  0.0002
26 H -1.274 -1.873 -3.594  -0.0018
27 H -1.712 -3.473 -2.979  0.0000
28 H 0.963 -2.777 -4.412  -0.0001
29 H -0.350 -3.607 -5.210  0.0001
30 H 0.437 -4.380 -3.895  -0.0001
31 H 0.939 -1.597 -2.842  0.0017
32 Ru -0.594 0.978 1.590  3.2094
33 C -1.549 -0.443 1.023  0.6453
34 Si -2.990 -0.394 -0.172  0.0256
35 H -0.964 -1.261 0.515  0.1689
36 H -2.016 0.422 2.338  0.0530
37 C -2.855 0.419 -1.860  0.0821
38 C -4.287 0.533 0.792  0.0462
39 C -3.438 -2.218 -0.344  0.0330
40 C -1.363 2.509 0.617  0.5260
41 Si -1.511 3.240 2.370  -0.0034
42 H -2.311 2.558 0.055  0.0008
43 H -0.610 3.014 -0.014  -0.0016
44 C -3.311 3.778 2.643  0.0326
45 C -0.404 4.774 2.387  0.0557
46 C -0.995 2.116 3.814  0.1077
47 H -4.477 -2.365 -0.030  0.0001
48 H -2.819 -2.820 0.330  -0.0090
49 H -3.340 -2.621 -1.356  0.0024
50 H -2.350 1.390 -1.826  -0.0035
51 H -3.866 0.608 -2.246  0.0033
52 H -2.355 -0.189 -2.621  -0.0109
53 H -3.887 1.461 1.214  -0.0187
54 H -4.639 -0.108 1.606  0.0004
55 H -5.131 0.768 0.134  0.0018
56 H -0.373 5.210 1.379  -0.0034
57 H 0.616 4.495 2.689  -0.0073
58 H -0.796 5.525 3.088  0.0046
59 H 0.002 2.347 4.217  -0.0090
60 H -1.068 1.017 3.760  -0.0085
61 H -1.799 2.394 4.531  0.0191
62 H -3.335 4.856 2.861  0.0028
63 H -3.756 3.249 3.496  -0.0005
64 H -3.922 3.595 1.752  -0.0025
65 F 2.702 -3.041 3.666  -0.0001
66 C 3.292 -1.993 3.048  0.0060
67 F 4.483 -1.753 3.627  0.0006
68 F 3.500 -2.326 1.749  0.0002
69 S 2.170 -0.510 3.120  0.0065
70 O 0.930 -0.969 2.496  0.0409
71 O 2.129 -0.039 4.489  0.0036
72 N 3.043 0.400 2.113  0.0002
73 S 2.425 1.801 1.689  -0.0134
74 O 1.515 1.643 0.529  -0.0159
75 O 1.979 2.657 2.772  0.0096
76 C 3.934 2.526 0.907  0.0078
77 F 4.391 1.697 -0.060  0.0003
78 F 3.606 3.709 0.337  -0.0001
79 F 4.902 2.721 1.819  0.0009

# 2
This record from OMol25 describes 3 unconnected molecules or ions with the total composition C18H43N7O5P3 at a distorted geometry. The level of theory is ωB97M-V/def2-TZVPD.

Values from the calculation:
- 2S+1: 1
- F_max: 9.50 eV/A
- Charge: +1
- HOMO: -0.345 Ha
- Kohn-Sham gap: 3.53 eV

Each line ends with the Mulliken charge.
Positions of all 76 atoms, in Å:
1 O 1.544 4.498 3.458  -0.5830
2 P 2.255 3.402 2.565  0.5380
3 O 2.052 1.838 3.381  -0.1865
4 C 3.075 0.929 2.764  0.3374
5 O 3.848 0.088 3.463  -0.4401
6 C 3.192 1.024 1.117  0.3061
7 C 1.775 0.803 0.261  -0.2694
8 C 1.901 0.943 -1.373  -0.2055
9 N 3.241 1.234 -2.011  -0.0589
10 C 4.561 1.428 -1.299  -0.2098
11 C 4.621 1.351 0.342  -0.3434
12 H 1.588 3.429 1.261  0.1067
13 H 3.653 3.645 2.310  0.1224
14 H 0.757 0.561 0.829  0.3629
15 H 0.901 0.826 -2.014  0.3981
16 H 3.256 1.317 -3.070  0.3091
17 H 5.596 1.630 -1.850  0.3664
18 H 5.590 1.505 1.000  0.3728
19 O 0.708 -1.009 -4.177  -0.6690
20 P 0.546 -2.522 -4.461  0.8565
21 N 2.153 -2.812 -4.032  0.2992
22 C 3.253 -3.413 -4.750  -1.0525
23 C 2.383 -2.944 -2.594  -1.1691
24 N 0.292 -2.240 -6.153  0.1186
25 C 1.364 -2.214 -7.144  -1.0808
26 C -0.542 -1.051 -6.435  -1.1026
27 N 0.360 -4.262 -4.788  -0.0629
28 C 0.813 -5.069 -5.910  -0.9609
29 C -1.045 -4.621 -4.530  -1.1364
30 H 3.308 -4.493 -4.580  0.3726
31 H 4.210 -2.987 -4.422  0.3531
32 H 3.233 -3.227 -5.819  0.2855
33 H 2.075 -3.934 -2.242  0.3186
34 H 1.812 -2.192 -2.038  0.2528
35 H 3.434 -2.790 -2.325  0.3661
36 H 2.149 -1.503 -6.875  0.2984
37 H 0.984 -1.934 -8.136  0.3861
38 H 1.805 -3.195 -7.309  0.2676
39 H 0.042 -0.123 -6.389  0.3191
40 H -1.371 -0.974 -5.722  0.3482
41 H -0.996 -1.114 -7.434  0.3721
42 H 0.225 -4.898 -6.818  0.3867
43 H 0.718 -6.132 -5.658  0.3333
44 H 1.866 -4.946 -6.152  0.2675
45 H -1.699 -4.246 -5.328  0.3887
46 H -1.386 -4.180 -3.583  0.3248
47 H -1.183 -5.710 -4.442  0.3461
48 O -1.459 1.828 2.906  -0.6786
49 P -2.711 1.736 3.812  0.8735
50 N -2.860 3.418 3.840  0.3448
51 C -2.889 4.369 4.927  -1.0400
52 C -3.544 3.986 2.679  -1.2011
53 N -1.789 1.074 5.123  0.1333
54 C -1.153 1.880 6.161  -1.1307
55 C -0.766 0.096 4.692  -0.9412
56 N -4.150 1.631 4.854  -0.1002
57 C -4.309 1.879 6.278  -0.9762
58 C -4.832 0.361 4.553  -1.1358
59 H -3.910 4.556 5.276  0.3724
60 H -2.477 5.335 4.609  0.3337
61 H -2.275 4.086 5.776  0.2815
62 H -4.627 3.855 2.767  0.3568
63 H -3.215 3.497 1.756  0.2713
64 H -3.331 5.053 2.552  0.3722
65 H -0.494 2.640 5.736  0.2651
66 H -0.553 1.256 6.838  0.3997
67 H -1.874 2.353 6.823  0.3280
68 H 0.144 0.592 4.330  0.1683
69 H -1.150 -0.548 3.892  0.3088
70 H -0.481 -0.570 5.517  0.4001
71 H -3.880 1.084 6.897  0.3892
72 H -5.377 1.938 6.522  0.3320
73 H -3.908 2.833 6.613  0.2709
74 H -4.280 -0.490 4.972  0.3840
75 H -4.904 0.212 3.467  0.3274
76 H -5.861 0.342 4.945  0.3400

# 3
This record from OMol25 describes 6 unconnected molecules or ions with the total composition C18H44BF2N5O8P. The level of theory is ωB97M-V/def2-TZVPD.

Values from the calculation:
- 2S+1: 1
- F_max: 0.45 eV/A
- Charge: -1
- HOMO: -0.197 Ha
- Kohn-Sham gap: 7.42 eV

Each line ends with the Mulliken charge.
Positions of all 79 atoms, in Å:
1 O -4.231 0.734 0.520  -0.7792
2 P -2.933 0.412 1.185  0.3708
3 O -2.194 -0.821 0.404  -0.2053
4 O -3.237 -0.364 2.614  -0.5797
5 B -1.650 1.865 1.575  0.4094
6 F -1.029 2.285 0.343  -0.3593
7 C -2.514 3.068 2.260  -0.4371
8 C -1.773 3.916 3.313  -0.5054
9 C -0.989 3.097 4.323  0.0798
10 F -0.808 3.848 5.510  -0.3802
11 H -2.852 -1.523 0.265  0.2448
12 H -3.333 0.316 3.300  0.3406
13 H -0.811 1.374 2.312  -0.2609
14 H -3.469 2.714 2.682  0.1300
15 H -2.808 3.732 1.435  0.1557
16 H -1.085 4.620 2.827  0.1960
17 H -2.491 4.517 3.888  0.3821
18 H -1.512 2.172 4.595  0.1260
19 H 0.005 2.835 3.954  0.0680
20 C -6.947 0.995 1.855  -1.1263
21 C -7.590 0.980 3.217  0.7716
22 O -7.291 1.757 4.109  -0.6674
23 N -8.555 0.034 3.441  -0.1559
24 C -9.036 -0.975 2.526  -0.7995
25 H -6.195 1.776 1.815  0.1737
26 H -6.446 0.053 1.638  0.3511
27 H -7.698 1.180 1.084  0.4046
28 H -8.947 0.069 4.369  0.2237
29 H -10.108 -0.860 2.341  0.2677
30 H -8.863 -1.979 2.921  0.2649
31 H -8.515 -0.891 1.578  0.3160
32 C 1.903 3.627 0.315  -0.1352
33 C 2.736 3.192 1.494  0.6682
34 O 2.258 2.775 2.537  -0.6633
35 N 4.092 3.272 1.353  -0.1426
36 C 4.859 3.737 0.219  -0.7950
37 H 0.850 3.493 0.547  -0.1819
38 H 2.097 4.677 0.084  0.3886
39 H 2.152 3.029 -0.563  -0.1698
40 H 4.593 2.958 2.170  0.2281
41 H 5.507 2.944 -0.158  0.2544
42 H 5.482 4.587 0.510  0.2719
43 H 4.200 4.037 -0.590  0.2901
44 C 0.204 -2.538 -0.375  -1.3711
45 C 0.494 -3.941 -0.833  0.8486
46 O -0.012 -4.440 -1.828  -0.7026
47 N 1.383 -4.672 -0.095  -0.1529
48 C 2.115 -4.267 1.090  -0.8467
49 H -0.495 -2.074 -1.062  0.3429
50 H -0.238 -2.528 0.621  0.3974
51 H 1.122 -1.947 -0.345  0.3652
52 H 1.518 -5.607 -0.449  0.2512
53 H 3.194 -4.305 0.924  0.2874
54 H 1.878 -4.920 1.932  0.3319
55 H 1.850 -3.250 1.360  0.2940
56 C 5.302 -3.541 -4.112  -1.3855
57 C 4.781 -3.442 -2.694  0.8910
58 O 5.212 -2.613 -1.911  -0.6535
59 N 3.811 -4.319 -2.327  0.0490
60 C 3.180 -5.355 -3.119  -0.9279
61 H 6.065 -2.778 -4.241  0.2917
62 H 5.742 -4.522 -4.302  0.3966
63 H 4.503 -3.375 -4.836  0.3536
64 H 3.485 -4.195 -1.380  0.0243
65 H 2.104 -5.180 -3.191  0.2826
66 H 3.337 -6.337 -2.666  0.2628
67 H 3.600 -5.372 -4.120  0.3923
68 C 3.828 1.689 -4.548  -1.3993
69 C 3.087 1.588 -3.230  0.8398
70 O 3.477 2.172 -2.233  -0.5912
71 N 1.964 0.826 -3.197  -0.0647
72 C 1.358 0.086 -4.281  -0.9127
73 H 4.690 2.332 -4.395  0.2775
74 H 4.169 0.708 -4.880  0.3496
75 H 3.193 2.119 -5.323  0.3825
76 H 1.511 0.805 -2.294  0.1367
77 H 0.342 0.437 -4.467  0.3128
78 H 1.315 -0.980 -4.049  0.2518
79 H 1.937 0.213 -5.191  0.3613